Density functional theory data (ωB97M-V/def2-TZVPD) for a 7-piece molecular cluster, C5H24N2O7 overall in a non-equilibrium geometry.

Geometry (Å):
C1 0.554 -1.425 -1.496
C2 1.397 -2.160 -0.364
C3 0.525 -2.693 0.788
C4 2.667 -1.391 0.054
N1 -0.027 -0.160 -1.092
C5 -1.424 0.021 -1.516
N2 -1.815 1.348 -1.429
O1 -2.176 -0.939 -1.806
H1 1.170 -1.512 -2.365
H2 -0.324 -2.120 -1.784
H3 1.797 -3.113 -0.838
H4 -0.094 -2.025 1.214
H5 1.045 -3.250 1.617
H6 -0.016 -3.578 0.559
H7 3.141 -2.030 0.869
H8 2.522 -0.559 0.603
H9 3.358 -1.341 -0.773
H10 0.381 0.354 -0.335
H11 -2.650 1.642 -1.838
H12 -1.066 1.985 -1.668
H13 1.004 4.026 -1.016
H14 -0.052 3.147 -0.169
O2 0.470 3.190 -1.023
H15 -0.499 0.371 1.914
H16 -0.863 0.829 3.147
O3 -0.210 0.968 2.575
H17 0.263 3.547 2.255
H18 1.067 2.549 1.585
O4 0.745 3.334 1.417
H19 -3.145 -2.940 -0.008
H20 -2.240 -1.771 -0.313
O5 -2.270 -2.491 0.320
H21 3.316 2.271 -0.096
H22 2.410 2.576 -1.236
O6 3.265 2.322 -0.992
H23 -1.799 -1.936 3.408
H24 -1.721 -1.387 1.906
O7 -1.877 -1.153 2.785

Atoms 1-3, force components in eV/Å:
-1.084 -3.118 1.689
-0.142 -1.083 -0.699
3.154 -2.681 -0.094

The energy above the lowest of the compared OMol25 structures with the same formula, charge and spin is 287.33 kJ/mol. As for the highest occupied orbital energy: -9.53 eV. The SMILES is CC(C)CNC(N)=O.O.O.O.O.O.O. As for the electronic energy: -22885.8148 eV.



Density functional theory data (ωB97M-V/def2-TZVPD) for a 7-piece molecular cluster, C5H24NO7 overall in a non-equilibrium geometry.

Geometry (Å):
C1 1.582 2.390 1.156
O1 1.402 2.995 -0.180
C2 1.258 0.917 1.077
C3 -0.022 0.570 1.789
C4 -0.407 -0.933 1.925
C5 -0.831 -1.609 3.046
N1 -0.530 -1.503 0.566
H1 2.666 2.434 1.316
H2 1.107 3.032 2.004
H3 2.237 3.156 -0.632
H4 2.193 0.282 1.311
H5 0.911 0.771 0.026
H6 0.090 0.906 2.855
H7 -0.839 1.126 1.480
H8 -0.852 -1.172 4.109
H9 -0.901 -2.629 3.153
H10 -1.099 -0.901 -0.066
H11 -0.834 -2.503 0.263
H12 0.319 -1.613 0.147
H13 0.465 2.480 -1.650
H14 0.997 1.212 -2.046
O2 0.138 1.697 -2.121
H15 -2.454 -3.943 0.064
H16 -3.362 -2.708 -0.245
O3 -2.543 -3.064 0.053
H17 0.469 -0.529 -2.942
H18 1.433 -0.770 -1.811
O4 0.731 -1.058 -2.214
H19 -2.677 0.179 -1.443
H20 -1.568 -0.227 -2.195
O5 -2.181 -0.615 -1.535
H21 -1.905 2.529 -1.010
H22 -3.240 2.478 -1.890
O6 -2.750 2.019 -1.132
H23 3.633 -2.109 -0.380
H24 4.004 -1.732 -1.726
O7 3.362 -1.555 -1.121

Atoms 1-3, force components in eV/Å:
1.509 1.474 -0.233
-0.578 0.284 1.062
-0.320 -1.148 -1.359

The energy above the lowest of the compared OMol25 structures with the same formula, charge and spin is 364.88 kJ/mol. As for the highest occupied orbital energy: -13.53 eV. The charge is +1. As for the electronic energy: -21388.1627 eV.



Density functional theory data (ωB97M-V/def2-TZVPD) for a 7-piece molecular cluster, C5H24NO8 overall in a non-equilibrium geometry.

Geometry (Å):
C1 0.043 -0.076 0.452
N1 -0.002 -1.632 0.702
C2 0.834 -2.383 -0.210
O1 2.123 -2.322 0.514
C3 -1.271 0.586 1.054
C4 -2.588 -0.042 0.744
C5 -2.817 -0.566 -0.773
O2 -1.819 -1.417 -1.191
H1 -0.144 -0.038 -0.647
H2 0.807 0.521 0.750
H3 -0.938 -1.886 0.898
H4 1.082 -1.952 -1.249
H5 0.550 -3.448 -0.210
H6 2.362 -1.412 0.477
H7 -1.273 1.637 0.735
H8 -1.155 0.753 2.135
H9 -3.077 -0.820 1.437
H10 -3.413 0.648 0.783
H11 -2.874 0.324 -1.456
H12 -3.705 -1.268 -0.812
H13 -0.487 -0.445 -3.192
H14 -0.818 -1.086 -1.683
O3 0.077 -0.393 -2.391
H15 0.829 -0.396 3.203
H16 1.132 -1.546 2.194
O4 1.402 -1.135 3.206
H17 0.514 2.298 -0.545
H18 0.429 3.754 -0.316
O5 0.483 2.890 0.202
H19 -0.950 2.260 -2.926
H20 0.058 1.006 -2.196
O6 -0.077 2.034 -2.631
H21 1.954 1.304 2.656
H22 1.218 2.396 2.306
O7 1.482 2.016 3.043
H23 3.018 0.563 -1.980
H24 3.360 -0.777 -1.590
O8 3.654 0.049 -1.494

Atoms 1-3, force components in eV/Å:
-5.888 -3.225 -1.776
1.852 3.016 0.219
1.390 0.643 1.153

The energy above the lowest of the compared OMol25 structures with the same formula, charge and spin is 377.59 kJ/mol. As for the highest occupied orbital energy: -5.20 eV. The charge is -1. As for the electronic energy: -23442.5490 eV.



Density functional theory data (ωB97M-V/def2-TZVPD) for a 7-piece molecular cluster, C5H25N2O7 overall in a non-equilibrium geometry.

Geometry (Å):
C1 2.304 0.259 -0.537
N1 1.495 1.509 -0.514
C2 1.405 2.138 0.831
C3 0.041 1.823 1.389
O1 -0.923 1.709 0.657
C4 1.379 -0.931 -0.269
N2 0.129 -0.908 -1.118
C5 0.305 -1.647 -2.405
H1 3.117 0.199 0.203
H2 2.784 0.173 -1.508
H3 1.846 2.182 -1.242
H4 1.521 3.253 0.811
H5 2.245 1.793 1.530
H6 -0.107 1.706 2.451
H7 1.057 -0.889 0.784
H8 1.959 -1.905 -0.405
H9 -0.118 0.125 -1.301
H10 -0.680 -1.288 -0.537
H11 -0.646 -1.621 -3.008
H12 1.085 -1.167 -3.039
H13 0.541 -2.711 -2.214
H14 -0.140 -2.236 3.638
H15 -0.630 -1.708 2.277
O2 -0.057 -1.519 3.021
H16 -0.997 2.675 -2.405
H17 -0.830 1.992 -1.054
O3 -1.013 1.854 -2.018
H18 -3.494 -0.078 -2.594
H19 -2.234 0.577 -2.172
O4 -2.758 -0.159 -1.970
H20 2.643 -0.044 3.487
H21 1.329 -0.521 2.876
O5 2.125 0.031 2.694
H22 -3.226 0.082 -0.302
H23 -2.443 0.817 0.826
O6 -3.112 0.113 0.668
H24 -2.249 -1.097 0.843
H25 -2.103 -2.682 0.801
O7 -1.551 -1.898 0.823

Atoms 1-3, force components in eV/Å:
-0.590 0.204 -0.133
1.562 0.982 -0.398
1.347 -0.069 0.171

The energy above the lowest of the compared OMol25 structures with the same formula, charge and spin is 120.15 kJ/mol. As for the highest occupied orbital energy: -13.04 eV. The charge is +1. As for the electronic energy: -22898.1350 eV.



- What is the highest occupied orbital energy in the fourth record?
  -13.04 eV